1.
A molecular structure, C27H24Cl2FeN2S2. Source: the OMol25 dataset; level of theory: ωB97M-V/def2-TZVPD.

XYZ file:
```
58
Properties=species:S:1:pos:R:3
Fe 1.314 0.724 0.491
S 3.219 0.563 4.724
C 2.593 2.149 4.344
C 1.946 2.256 3.186
C 1.817 1.005 2.385
C 2.528 -0.148 3.224
C 2.920 -1.920 1.333
C 3.348 -3.210 1.011
C 3.157 -3.722 -0.252
C 2.530 -2.934 -1.210
C 2.145 -1.671 -0.833
N 2.327 -1.163 0.401
H 2.762 2.947 5.053
H 1.552 3.199 2.831
H 3.829 -3.807 1.774
H 3.489 -4.723 -0.492
H 2.351 -3.285 -2.216
H 1.667 -1.020 -1.562
C -3.684 0.584 -4.358
C -3.305 1.564 -3.240
C -4.431 2.592 -3.056
C -2.036 2.306 -3.657
C -3.116 0.792 -1.936
C -4.197 0.049 -1.417
C -4.101 -0.669 -0.250
C -2.886 -0.652 0.434
S -2.455 -1.449 1.906
C -0.882 -0.778 1.806
N -0.655 -0.019 0.754
C -1.802 0.074 -0.048
C -1.924 0.795 -1.238
C 0.186 -1.081 2.776
C 0.304 -2.381 3.362
C 1.487 -2.909 3.929
C 2.779 -2.508 3.740
C 3.208 -1.429 2.759
C 1.123 -0.131 2.983
H -3.813 1.124 -5.298
H -4.620 0.067 -4.145
H -2.908 -0.170 -4.502
H -4.566 3.163 -3.976
H -4.199 3.290 -2.250
H -5.382 2.112 -2.822
H -2.218 2.833 -4.594
H -1.200 1.622 -3.822
H -1.740 3.053 -2.916
H -5.137 0.036 -1.953
H -4.946 -1.233 0.123
H -1.082 1.349 -1.618
H -0.582 -3.004 3.406
H 1.349 -3.780 4.560
H 3.556 -3.025 4.289
H 4.294 -1.307 2.822
Cl 3.797 1.676 -0.535
C 2.907 2.896 -1.429
Cl 1.132 2.609 -1.271
H 3.139 2.820 -2.483
H 3.109 3.879 -1.022
```

The total charge is +1. The molecular weight is 567.39 g mol⁻¹. For the total energy, the calculation gives -112463.1904 eV. Its spin multiplicity is 6. The calculation puts the maximum force at 0.7 eV/A.



2.
A molecular structure, C27H24Cl3NO5PdSSi2. Source: the OMol25 dataset; level of theory: ωB97M-V/def2-TZVPD.

XYZ file:
```
64
Properties=species:S:1:pos:R:3
Pd -1.255 0.683 -0.153
C -7.198 -1.219 -3.692
C -6.309 -1.171 -2.481
C -5.654 0.011 -2.135
C -4.800 0.059 -1.050
C -4.596 -1.090 -0.296
C -5.248 -2.272 -0.609
C -6.104 -2.303 -1.700
S -3.448 -1.044 1.040
O -3.559 0.226 1.708
O -3.606 -2.262 1.784
N -1.936 -1.059 0.399
C -1.722 -2.005 -0.706
C -1.785 -1.277 -2.044
O -1.895 -1.833 -3.103
O -1.655 0.047 -1.943
H -7.805 -0.317 -3.770
H -7.862 -2.081 -3.662
H -6.596 -1.290 -4.600
H -5.811 0.902 -2.731
H -4.299 0.981 -0.781
H -5.083 -3.149 0.002
H -6.616 -3.224 -1.950
H -2.446 -2.819 -0.699
H -0.729 -2.449 -0.609
Cl 0.311 2.453 -0.951
Si 1.084 1.411 0.699
Cl 2.636 2.578 1.280
Cl 1.787 -0.424 0.251
O -0.090 1.313 1.798
Si -0.808 2.048 3.188
C 0.477 3.216 3.848
C 0.442 4.581 3.551
C 1.452 5.428 3.983
C 2.509 4.923 4.726
C 2.553 3.571 5.045
C 1.543 2.727 4.610
C -1.153 0.672 4.373
C -1.324 -0.640 3.927
C -1.663 -1.651 4.813
C -1.824 -1.365 6.161
C -1.641 -0.070 6.626
C -1.306 0.941 5.737
C -2.303 2.931 2.554
C -3.515 2.837 3.235
C -4.649 3.470 2.750
C -4.589 4.194 1.568
C -3.389 4.305 0.880
C -2.252 3.686 1.378
H -0.385 4.987 2.981
H 1.414 6.483 3.743
H 3.297 5.583 5.065
H 3.372 3.179 5.633
H 1.585 1.674 4.865
H -1.188 -0.885 2.881
H -1.813 -2.656 4.442
H -2.091 -2.154 6.854
H -1.759 0.152 7.679
H -1.162 1.949 6.111
H -3.587 2.232 4.131
H -5.587 3.377 3.281
H -5.480 4.672 1.181
H -3.337 4.876 -0.039
H -1.314 3.797 0.842
```

The molecular weight is 743.51 g mol⁻¹. For the total energy, the calculation gives -107760.8750 eV. The calculation puts the maximum force at 0.8 eV/A.



3.
5 unconnected molecules or ions with the total composition C27H24FO19P2. Source: the OMol25 dataset; level of theory: ωB97M-V/def2-TZVPD.

XYZ file:
```
73
Properties=species:S:1:pos:R:3
C -3.584 -4.355 0.760
C -4.099 -3.313 0.423
P -4.926 -1.711 -0.257
F -3.457 -1.430 -1.150
C -6.503 -2.028 0.788
P -7.722 -2.929 -0.153
O -8.207 -2.197 -1.336
O -8.959 -3.238 0.868
O -7.155 -4.382 -0.513
H -3.067 -5.278 0.889
H -4.351 -0.982 0.833
H -5.507 -0.528 -0.843
H -5.392 -2.490 -1.372
H -6.972 -1.089 1.077
H -6.245 -2.624 1.667
H -9.217 -4.169 0.791
H -6.799 -4.326 -1.413
C -0.184 1.831 -2.615
C -1.064 1.233 -1.777
C -1.089 1.571 -0.299
O -1.912 1.030 0.403
C -0.117 2.540 0.203
C 0.742 3.112 -0.644
C 0.747 2.794 -2.112
O 1.575 3.393 -2.799
O 1.663 4.006 -0.271
O -1.930 0.344 -2.189
H -0.153 1.602 -3.671
H -0.130 2.766 1.260
H 2.136 4.254 -1.089
H -2.472 0.012 -1.423
C 5.329 -0.053 -1.462
C 6.594 0.210 -1.116
C 7.196 1.577 -1.280
O 8.356 1.723 -0.920
C 6.387 2.630 -1.849
C 5.114 2.377 -2.205
C 4.500 1.008 -2.019
O 3.341 0.855 -2.344
O 4.320 3.295 -2.728
O 7.419 -0.700 -0.600
H 4.884 -1.031 -1.344
H 6.836 3.606 -1.977
H 3.439 2.886 -2.905
H 8.262 -0.234 -0.440
C -10.130 -5.815 4.036
C -10.071 -5.902 5.370
C -8.798 -6.248 6.095
O -8.846 -6.292 7.313
C -7.605 -6.506 5.315
C -7.657 -6.417 3.977
C -8.931 -6.064 3.253
O -8.885 -6.013 2.040
O -6.609 -6.626 3.196
O -11.118 -5.696 6.166
H -11.039 -5.568 3.507
H -6.697 -6.756 5.845
H -6.897 -6.458 2.276
H -10.785 -5.817 7.077
C 9.932 4.716 -1.671
C 11.202 4.967 -1.326
C 11.819 6.332 -1.485
O 12.975 6.472 -1.131
C 11.009 7.398 -2.051
C 9.740 7.147 -2.398
C 9.120 5.787 -2.219
O 7.955 5.657 -2.551
O 8.930 8.060 -2.921
O 12.018 4.050 -0.818
H 9.480 3.739 -1.553
H 11.464 8.370 -2.172
H 8.075 7.611 -3.071
H 12.867 4.504 -0.656
```

The total charge is -1. The molecular weight is 733.42 g mol⁻¹. For the total energy, the calculation gives -88586.0039 eV. The calculation puts the maximum force at 1.7 eV/A.



> Which value of maximum force does entry 3 give?

1.7 eV/A



Repeat the first record exactly.
A molecular structure, C27H24Cl2FeN2S2. Source: the OMol25 dataset; level of theory: ωB97M-V/def2-TZVPD.

XYZ file:
```
58
Properties=species:S:1:pos:R:3
Fe 1.314 0.724 0.491
S 3.219 0.563 4.724
C 2.593 2.149 4.344
C 1.946 2.256 3.186
C 1.817 1.005 2.385
C 2.528 -0.148 3.224
C 2.920 -1.920 1.333
C 3.348 -3.210 1.011
C 3.157 -3.722 -0.252
C 2.530 -2.934 -1.210
C 2.145 -1.671 -0.833
N 2.327 -1.163 0.401
H 2.762 2.947 5.053
H 1.552 3.199 2.831
H 3.829 -3.807 1.774
H 3.489 -4.723 -0.492
H 2.351 -3.285 -2.216
H 1.667 -1.020 -1.562
C -3.684 0.584 -4.358
C -3.305 1.564 -3.240
C -4.431 2.592 -3.056
C -2.036 2.306 -3.657
C -3.116 0.792 -1.936
C -4.197 0.049 -1.417
C -4.101 -0.669 -0.250
C -2.886 -0.652 0.434
S -2.455 -1.449 1.906
C -0.882 -0.778 1.806
N -0.655 -0.019 0.754
C -1.802 0.074 -0.048
C -1.924 0.795 -1.238
C 0.186 -1.081 2.776
C 0.304 -2.381 3.362
C 1.487 -2.909 3.929
C 2.779 -2.508 3.740
C 3.208 -1.429 2.759
C 1.123 -0.131 2.983
H -3.813 1.124 -5.298
H -4.620 0.067 -4.145
H -2.908 -0.170 -4.502
H -4.566 3.163 -3.976
H -4.199 3.290 -2.250
H -5.382 2.112 -2.822
H -2.218 2.833 -4.594
H -1.200 1.622 -3.822
H -1.740 3.053 -2.916
H -5.137 0.036 -1.953
H -4.946 -1.233 0.123
H -1.082 1.349 -1.618
H -0.582 -3.004 3.406
H 1.349 -3.780 4.560
H 3.556 -3.025 4.289
H 4.294 -1.307 2.822
Cl 3.797 1.676 -0.535
C 2.907 2.896 -1.429
Cl 1.132 2.609 -1.271
H 3.139 2.820 -2.483
H 3.109 3.879 -1.022
```

The total charge is +1. The molecular weight is 567.39 g mol⁻¹. For the total energy, the calculation gives -112463.1904 eV. Its spin multiplicity is 6. The calculation puts the maximum force at 0.7 eV/A.